{"formula": "C3H3NO", "method": "the ωB97M-V functional and the def2-TZVPD basis", "e_homo_ev": -11.3, "spin_multiplicity": 1, "orbital_gap_ev": 10.772, "e_tot_ev": -6696.1091, "elements": ["C", "C", "O", "C", "N", "H", "H", "H"], "positions_angstrom": [[-0.755, -0.622, 0.000], [-0.004, 0.688, -0.051], [-0.468, 1.808, -0.004], [1.475, 0.536, -0.017], [2.613, 0.278, -0.004], [-1.410, -0.484, 0.854], [-1.430, -0.785, -0.865], [-0.022, -1.418, 0.087]]}



{"formula": "C48H40CaF3N7O4PSe2", "method": "the ωB97M-V functional and the def2-TZVPD basis", "e_homo_ev": -3.9, "spin_multiplicity": 1, "charge": -1, "orbital_gap_ev": 5.245, "e_tot_ev": -235623.4744, "elements": ["Ca", "C", "C", "N", "C", "C", "N", "C", "C", "C", "C", "C", "N", "C", "C", "N", "C", "C", "N", "C", "C", "C", "N", "C", "C", "H", "H", "H", "H", "H", "H", "H", "H", "H", "H", "H", "H", "O", "C", "O", "C", "C", "C", "C", "C", "C", "P", "C", "C", "C", "C", "C", "C", "C", "C", "C", "C", "C", "C", "H", "H", "H", "H", "H", "H", "H", "H", "H", "H", "H", "H", "H", "H", "O", "C", "C", "C", "O", "C", "Se", "C", "Se", "H", "H", "H", "H", "H", "H", "H", "H", "H", "H", "F", "C", "F", "F", "C", "C", "C", "N", "C", "C", "H", "H", "H", "H"], "positions_angstrom": [[0.127, -0.140, -0.570], [-3.146, 0.623, 3.226], [-2.047, 0.647, 2.410], [-2.121, 0.284, 1.120], [-3.306, -0.048, 0.613], [-4.413, -0.154, 1.509], [-4.318, 0.241, 2.747], [-3.375, -0.334, -0.822], [-4.374, -0.978, -1.493], [-4.285, -1.084, -2.887], [-3.257, -0.448, -3.558], [-2.280, 0.242, -2.833], [-2.385, 0.296, -1.511], [-1.234, 1.161, -3.377], [-1.165, 1.604, -4.675], [-0.342, 2.586, -5.020], [0.535, 3.002, -4.112], [0.516, 2.514, -2.818], [-0.410, 1.661, -2.458], [-5.343, -1.817, -3.667], [-5.102, -3.098, -4.160], [-6.072, -3.830, -4.799], [-7.295, -3.334, -5.001], [-7.482, -2.125, -4.557], [-6.586, -1.299, -3.929], [-3.090, 0.951, 4.285], [-1.056, 0.940, 2.773], [-5.408, -0.435, 1.169], [-5.188, -1.333, -0.963], [-3.266, -0.555, -4.638], [-1.815, 1.177, -5.473], [1.259, 3.738, -4.449], [1.262, 2.762, -2.039], [-4.128, -3.520, -3.932], [-5.815, -4.822, -5.151], [-8.478, -1.705, -4.799], [-6.889, -0.292, -3.614], [-1.272, -3.149, 0.998], [-0.361, -2.521, 1.558], [0.534, -1.728, 1.057], [-0.303, -2.656, 3.114], [-0.878, -3.817, 3.676], [-0.738, -4.023, 5.056], [-0.151, -3.027, 5.832], [0.363, -1.855, 5.269], [0.371, -1.713, 3.887], [1.334, -0.442, 3.019], [2.997, -1.300, 2.851], [3.512, -1.652, 1.605], [4.601, -2.467, 1.379], [5.231, -3.065, 2.472], [4.760, -2.691, 3.734], [3.709, -1.807, 3.932], [1.632, 0.970, 4.270], [2.757, 1.780, 4.155], [2.711, 3.080, 4.623], [1.582, 3.620, 5.142], [0.500, 2.805, 5.361], [0.529, 1.475, 4.946], [-1.355, -4.518, 2.970], [-1.086, -4.919, 5.591], [-0.096, -3.186, 6.896], [0.737, -1.092, 5.930], [3.000, -1.298, 0.710], [4.866, -2.716, 0.301], [6.037, -3.835, 2.286], [5.171, -3.195, 4.585], [3.348, -1.562, 4.954], [3.544, 1.326, 3.552], [3.640, 3.680, 4.578], [1.522, 4.656, 5.505], [-0.389, 3.239, 5.807], [-0.318, 0.825, 5.101], [3.015, 0.894, -6.011], [3.491, -0.372, -5.526], [2.878, -0.865, -4.131], [3.584, -2.180, -3.845], [3.403, -2.651, -2.514], [1.378, -0.996, -4.374], [0.105, -1.745, -3.108], [3.317, 0.259, -3.135], [2.996, 0.322, -1.228], [2.051, 0.819, -6.192], [4.548, -0.289, -5.382], [3.303, -1.119, -6.309], [4.650, -2.049, -3.954], [3.273, -2.947, -4.540], [2.432, -2.673, -2.387], [1.251, -1.663, -5.277], [1.128, 0.025, -4.538], [2.910, 1.141, -3.620], [4.410, 0.263, -3.200], [-0.349, 6.926, 1.764], [0.344, 5.964, 2.416], [-0.230, 5.798, 3.649], [1.546, 6.471, 2.712], [0.401, 4.691, 1.643], [-0.740, 4.235, 0.957], [-0.632, 2.964, 0.340], [0.407, 2.147, 0.374], [1.491, 2.691, 0.984], [1.564, 3.914, 1.664], [-1.605, 4.869, 0.769], [-1.434, 2.577, -0.289], [2.380, 2.041, 0.970], [2.459, 4.238, 2.071]]}